# 1
The following is a quantum chemistry calculation of a structure of composition C4H34BO25 in a non-equilibrium geometry, from the Open Molecules 2025 dataset.

Last column: natural (NBO) charge in e.
CARTESIAN COORDINATES (ANGSTROEM)
O -0.57 -2.30 -0.21  -0.594
C 0.27 -1.41 -0.51  0.681
O -0.14 -0.27 -0.61  -0.639
B 1.02 0.60 -0.72  1.170
O 2.16 -0.32 -0.91  -0.616
C 1.69 -1.49 -0.81  0.696
O 2.31 -2.55 -0.66  -0.592
O 1.29 1.44 0.44  -0.628
C 1.36 2.63 0.06  0.679
O 1.74 3.55 0.80  -0.581
C 1.11 2.71 -1.34  0.686
O 0.97 1.54 -1.85  -0.642
O 0.65 3.65 -1.89  -0.580
O 0.88 -0.77 2.43  -0.921
H 0.16 -0.20 2.24  0.468
H 1.64 -0.31 2.07  0.457
O -0.53 -5.05 1.44  -0.994
H -1.46 -5.22 1.58  0.468
H -0.36 -4.85 0.46  0.523
O 1.54 6.37 2.13  -0.953
H 1.04 7.22 2.00  0.477
H 1.30 5.96 1.30  0.485
O -2.49 -1.17 -2.19  -0.963
H -1.85 -0.52 -2.57  0.478
H -2.11 -1.24 -1.32  0.454
O 0.87 -4.91 -1.03  -0.995
H 0.47 -4.62 -1.82  0.502
H 1.56 -4.32 -0.71  0.497
O -2.89 0.97 -0.35  -0.947
H -3.14 1.90 -0.39  0.481
H -1.92 0.87 -0.25  0.474
O -1.09 0.74 -3.51  -0.965
H -1.37 1.48 -4.02  0.496
H -0.42 1.14 -2.96  0.475
O 3.15 3.76 3.43  -0.961
H 2.92 2.85 3.16  0.471
H 2.86 4.40 2.78  0.492
O -0.74 5.73 -0.77  -0.959
H -0.22 5.05 -1.16  0.483
H -1.32 6.00 -1.48  0.462
O -3.24 -1.38 1.20  -0.978
H -2.53 -1.75 1.73  0.483
H -2.99 -0.49 0.98  0.475
O -1.09 3.50 -4.13  -0.955
H -1.20 3.91 -4.97  0.467
H -0.22 3.81 -3.83  0.492
O -2.74 -3.86 -0.84  -0.933
H -2.53 -4.76 -0.43  0.454
H -2.30 -3.28 -0.24  0.497
O -1.65 -2.94 2.88  -0.976
H -0.89 -2.99 3.45  0.491
H -1.39 -3.47 2.14  0.482
O 1.69 -3.65 2.39  -0.956
H 1.08 -4.00 1.80  0.470
H 2.03 -2.88 2.00  0.475
O -1.09 -4.43 -2.93  -0.990
H -1.14 -3.98 -3.78  0.469
H -1.73 -3.96 -2.39  0.515
O 3.69 -1.77 1.60  -0.955
H 3.68 -0.81 1.73  0.462
H 3.76 -1.98 0.65  0.496
O -0.23 4.06 2.89  -0.957
H 0.37 4.76 2.66  0.483
H 0.33 3.28 3.13  0.467

Values from the calculation:
- Charge: -1
- Multiplicity: 1
- LUMO energy: 1.16 eV
- DFT total energy: -2078.971677 a.u.



# 2
The following is a quantum chemistry calculation of a structure of composition C4H34NO20S2 in a non-equilibrium geometry, from the Open Molecules 2025 dataset.

Last column: natural (NBO) charge in e.
CARTESIAN COORDINATES (ANGSTROEM)
O 2.97 -0.08 2.05  -0.576
C 2.30 0.73 1.49  0.829
O 2.35 2.05 1.90  -0.784
C 1.37 0.45 0.36  -0.536
C -0.11 0.52 0.85  -0.389
C -0.51 -0.80 1.50  -0.686
S -2.19 -0.83 2.04  2.330
O -2.48 -2.21 2.37  -1.003
O -2.30 0.10 3.16  -1.014
N -2.92 -0.34 0.71  -1.277
S -4.35 0.32 0.73  2.497
O -4.60 0.84 -0.60  -0.980
O -5.38 -0.49 1.32  -0.975
O -4.31 1.60 1.68  -0.902
H 1.62 2.20 2.51  0.512
H 1.49 1.17 -0.45  0.256
H 1.54 -0.57 0.03  0.237
H -0.74 0.74 -0.01  0.240
H -0.24 1.35 1.55  0.196
H -0.44 -1.58 0.74  0.255
H 0.12 -1.03 2.36  0.257
H -3.58 2.17 1.40  0.497
O -2.21 -4.33 0.29  -0.961
H -2.52 -5.22 0.12  0.452
H -2.70 -4.01 1.06  0.508
O 1.27 -3.05 2.43  -0.934
H 2.22 -2.96 2.59  0.467
H 1.15 -3.93 2.07  0.472
O -7.36 1.79 3.02  -0.959
H -7.71 0.91 2.87  0.468
H -6.53 1.79 2.52  0.489
O 2.22 3.26 4.42  -0.949
H 2.42 4.18 4.61  0.470
H 3.07 2.82 4.34  0.482
O -0.05 1.91 -2.36  -0.949
H -0.18 0.95 -2.35  0.483
H -0.53 2.20 -3.13  0.470
O 1.02 -3.27 -0.61  -0.942
H 0.51 -4.05 -0.82  0.477
H 1.70 -3.25 -1.30  0.469
O 1.47 0.21 -4.14  -0.962
H 1.69 1.13 -3.93  0.481
H 2.32 -0.23 -4.20  0.478
O 3.91 -0.07 -6.01  -0.959
H 3.74 -1.02 -5.99  0.462
H 3.43 0.24 -6.79  0.493
O 4.25 1.13 -0.76  -0.938
H 4.82 0.55 -0.25  0.473
H 4.55 2.02 -0.55  0.472
O 0.29 -3.44 -3.47  -0.957
H -0.12 -2.67 -3.05  0.488
H -0.44 -4.03 -3.65  0.469
O 2.16 5.24 1.44  -0.949
H 1.61 5.60 2.15  0.461
H 2.22 4.30 1.64  0.487
O 2.58 0.17 -8.74  -0.946
H 2.02 -0.61 -8.85  0.478
H 3.28 0.08 -9.39  0.475
O -3.35 -0.03 5.88  -0.962
H -3.33 -0.28 4.95  0.502
H -2.51 -0.37 6.21  0.455

Values from the calculation:
- Charge: -1
- Multiplicity: 1
- LUMO energy: 1.64 eV
- DFT total energy: -2528.822519 a.u.



# 3
The following is a quantum chemistry calculation of a cluster of 15 separate species, C4H34O17 in total in a non-equilibrium geometry, from the Open Molecules 2025 dataset.

Last column: natural (NBO) charge in e.
CARTESIAN COORDINATES (ANGSTROEM)
O 0.67 0.06 -1.69  -0.726
C 0.42 0.90 -0.73  0.858
O 0.25 0.66 0.46  -0.711
C 0.18 2.27 -1.44  -0.547
C 0.88 3.42 -0.73  -0.535
C 2.32 3.36 -1.17  0.409
O 3.14 3.15 -0.21  -0.537
H -1.87 -2.83 1.63  0.473
H 0.66 2.01 -2.49  0.242
H -0.88 2.41 -1.77  0.277
H 0.80 3.46 0.39  0.250
H 0.39 4.43 -0.98  0.250
H 2.66 3.45 -2.25  0.152
H 0.33 1.76 2.40  0.484
H -0.10 1.90 3.89  0.479
O -0.38 2.07 3.04  -0.961
H -0.94 2.75 0.75  0.478
H -1.90 3.15 1.89  0.505
O -1.70 3.32 0.95  -0.963
H 1.98 -0.59 2.40  0.455
H 1.15 -1.57 3.04  0.512
O 2.10 -1.53 2.68  -0.977
H -3.49 -1.41 -0.95  0.474
H -4.17 -0.59 -0.03  0.484
O -4.07 -1.49 -0.22  -0.954
H -2.85 2.08 0.24  0.493
H -3.22 1.53 -1.09  0.483
O -3.19 1.30 -0.17  -0.998
H 1.27 -2.31 1.19  0.519
H 0.14 -1.27 0.85  0.486
O 0.39 -2.18 0.79  -1.020
H -1.00 -1.66 2.89  0.504
H -3.03 -1.86 1.68  0.509
O -2.49 -2.49 2.25  -0.957
H -0.61 -0.29 2.39  0.474
H 1.89 -4.10 0.23  0.494
O -0.55 -0.80 3.22  -0.982
H 4.13 -0.83 2.63  0.476
H 3.71 0.41 1.84  0.457
O 4.50 -0.27 2.00  -0.932
H -1.49 -3.58 -0.97  0.463
H -2.36 -3.34 -2.14  0.471
O -1.71 -2.93 -1.54  -0.932
H 1.59 -2.15 -0.43  0.519
H 1.22 -0.81 -1.50  0.513
O 2.15 -1.90 -1.23  -0.952
H 2.99 -1.77 -0.93  0.487
H 3.24 -3.58 0.79  0.487
O 2.36 -3.45 0.73  -0.940
H 1.07 -0.96 -4.71  0.458
H 0.57 -0.99 -3.29  0.480
O 0.26 -1.04 -4.24  -0.942
H -1.95 2.15 -3.59  0.471
H -2.98 0.96 -3.70  0.498
O -2.48 1.64 -3.07  -0.960

Values from the calculation:
- Multiplicity: 1
- LUMO energy: 0.01 eV
- DFT total energy: -1451.798581 a.u.



# 4
The following is a quantum chemistry calculation of a cluster of 12 separate species, C4H35N2O11 in total in a non-equilibrium geometry, from the Open Molecules 2025 dataset.

Last column: natural (NBO) charge in e.
CARTESIAN COORDINATES (ANGSTROEM)
C 1.31 -3.24 -0.16  -0.218
C 1.96 -2.30 0.87  -0.433
C 3.16 -1.59 0.29  -0.407
C 3.47 -0.23 0.97  -0.209
N 2.36 0.69 0.82  -0.901
N 0.25 -2.44 -0.89  -0.736
H 2.09 -3.47 -0.86  0.215
H 0.85 -4.15 0.24  0.220
H 2.33 -2.78 1.80  0.228
H 1.31 -1.55 1.31  0.199
H 4.04 -2.23 0.30  0.212
H 2.98 -1.29 -0.76  0.201
H 4.32 0.23 0.48  0.205
H 3.78 -0.55 1.98  0.162
H 2.66 1.66 0.86  0.410
H 1.52 0.43 1.30  0.360
H -0.63 -2.84 -0.46  0.477
H 0.45 -2.55 -1.90  0.485
H 0.24 -1.46 -0.66  0.447
H -1.76 -4.35 -2.92  0.497
H -0.28 -4.34 -3.40  0.479
O -0.92 -3.87 -2.87  -0.969
H -0.49 3.79 1.08  0.508
H -1.71 4.48 0.39  0.497
O -1.28 3.63 0.55  -0.973
H -2.76 1.02 1.08  0.507
H -1.65 1.19 -0.12  0.508
O -2.29 0.64 0.34  -0.997
H -1.11 3.19 3.47  0.479
H -0.97 4.76 3.80  0.492
O -1.17 4.08 3.14  -0.967
H 0.72 -0.67 -3.60  0.498
H 0.79 -1.97 -4.24  0.477
O 0.97 -1.57 -3.37  -0.948
H -1.57 -0.38 4.03  0.465
H -0.29 -0.35 4.61  0.471
O -0.68 -0.70 3.79  -0.934
H -0.42 0.63 -1.97  0.489
H 0.89 1.07 -1.22  0.503
O 0.45 0.34 -1.67  -0.985
H 1.39 2.91 2.48  0.479
H 2.14 4.25 2.08  0.492
O 1.96 3.34 1.83  -0.963
H -1.81 -1.85 1.24  0.478
H -2.34 -1.15 0.01  0.509
O -2.08 -2.03 0.33  -0.976
H -1.34 3.06 -2.51  0.479
H -1.34 2.98 -1.04  0.486
O -1.76 2.54 -1.82  -0.991
H -2.75 0.42 -1.64  0.455
H -3.97 1.32 -1.58  0.471
O -3.53 0.67 -2.15  -0.929

Values from the calculation:
- Charge: +1
- Multiplicity: 1
- LUMO energy: -2.74 eV
- DFT total energy: -1110.303624 a.u.